Entry 1:
Molecular formula: C13H37BInN2O2
Method: DFT, the ωB97M-V functional and the def2-TZVPD basis

XYZ file:
```
56
Properties=species:S:1:pos:R:3:forces:R:3
C 3.788479 1.469979 2.547048 1.9 -0.4 0.0
O 3.188766 2.746462 2.128192 -2.1 -1.3 1.5
B 1.723026 2.764883 2.301426 1.0 1.8 -0.2
O 1.072509 4.120109 2.384177 0.9 -1.9 -2.7
In 0.335156 0.973781 2.408474 -0.8 -0.4 0.0
H 3.889822 1.370492 3.731830 -0.6 0.2 -2.6
H 4.913946 1.489974 2.149639 -2.3 0.0 0.8
H 3.302917 0.514568 2.076419 0.5 1.9 1.0
H 0.574190 4.174059 1.493507 0.8 -0.1 2.3
H 0.011921 0.508940 4.127708 0.1 0.0 -0.3
H -1.290475 1.454352 1.717073 0.4 0.0 0.1
H 0.865557 -0.459683 1.466624 0.1 0.1 0.1
C -2.147264 -3.709717 2.539370 0.0 0.0 -0.1
C -3.225627 -2.642739 2.709881 0.2 0.1 -0.3
N -3.617965 -1.988441 1.458282 -0.2 0.2 -0.1
C -4.434366 -0.788986 1.664144 0.5 0.2 0.1
C -5.809349 -0.971637 2.297052 -0.4 0.1 0.0
C -4.064852 -2.868228 0.377095 0.5 0.0 0.1
C -5.255594 -3.780452 0.653905 -0.3 -0.3 -0.2
H -1.263057 -3.300985 2.039027 -0.2 0.0 0.0
H -1.835684 -4.081934 3.520216 -0.1 0.1 -0.1
H -2.508460 -4.567341 1.966314 0.0 0.0 0.0
H -2.818513 -1.885614 3.393786 -0.2 0.1 -0.3
H -4.086733 -3.092231 3.216192 -0.1 -0.1 0.2
H -4.552812 -0.260624 0.709139 0.1 -0.2 0.0
H -3.864215 -0.094801 2.294948 0.1 -0.2 -0.1
H -6.526607 -1.396598 1.590477 0.0 -0.1 0.1
H -6.207323 0.003133 2.599623 0.1 -0.1 0.0
H -5.780494 -1.601305 3.190200 0.0 0.0 -0.1
H -3.219119 -3.497489 0.073410 0.0 0.1 0.2
H -4.282560 -2.268673 -0.516148 0.0 0.2 0.3
H -5.189412 -4.277208 1.625913 0.0 0.1 -0.1
H -5.299026 -4.567748 -0.108868 0.0 0.1 0.1
H -6.201422 -3.238653 0.602140 0.0 -0.1 0.1
C 3.704703 2.882716 -0.965760 0.0 0.0 -0.2
C 3.493452 1.544074 -1.668464 -0.2 0.2 0.1
N 2.437906 1.566259 -2.685257 -0.2 -0.2 -0.2
C 2.053217 0.230223 -3.148510 -0.2 0.1 0.4
C 3.103553 -0.588605 -3.890690 0.1 -0.3 -0.3
C 2.569052 2.576377 -3.736524 -0.1 0.2 0.4
C 3.836663 2.554164 -4.584645 0.2 0.1 -0.4
H 2.771146 3.249608 -0.526342 0.2 -0.1 -0.1
H 4.432981 2.766106 -0.157243 -0.2 0.0 -0.1
H 4.094082 3.644089 -1.646252 0.0 0.0 0.0
H 3.222624 0.816310 -0.891471 -0.1 0.0 -0.3
H 4.449748 1.213602 -2.088205 0.2 -0.1 0.0
H 1.156451 0.306824 -3.777137 0.1 0.2 0.0
H 1.729694 -0.351322 -2.275575 0.1 0.2 0.0
H 3.252742 -0.225788 -4.910693 0.1 0.0 0.1
H 2.768250 -1.628218 -3.973666 0.0 0.1 0.0
H 4.068310 -0.599289 -3.376729 -0.1 0.0 0.0
H 2.488249 3.567640 -3.273571 0.1 -0.2 0.1
H 1.699409 2.524621 -4.404196 0.0 -0.2 0.2
H 4.742397 2.422481 -3.986105 -0.1 0.0 0.0
H 3.937561 3.507726 -5.117641 0.0 -0.1 0.1
H 3.802450 1.770757 -5.343539 0.1 0.0 0.1
```
Forces are in eV/Å.

Calculated values
LUMO level = 2.9 eV
Energy above the lowest of the compared OMol25 structures with the same formula, charge and spin = 0.899 eV
Kohn-Sham gap = 7.3 eV
Total charge = -1

Entry 2:
Molecular formula: C13H37Cl3O16P4
Method: DFT, the ωB97M-V functional and the def2-TZVPD basis

XYZ file:
```
73
Properties=species:S:1:pos:R:3:forces:R:3
C 8.241120 -9.442190 -11.277950 0.7 0.1 -0.3
O 7.543680 -8.296790 -10.764940 -1.1 -0.4 -0.2
P 6.048530 -8.410800 -10.161180 -1.5 0.1 0.0
O 6.038400 -8.790000 -8.716760 -0.1 0.0 -2.1
O 5.344530 -6.967550 -10.456930 0.3 -3.3 0.1
C 5.954590 -5.759670 -10.140160 0.4 1.4 -0.8
O 5.199130 -9.389260 -11.195800 1.6 1.3 1.1
C 5.186530 -9.192690 -12.641750 -0.7 0.1 -0.1
H 8.899630 -9.862550 -10.517830 0.1 0.3 0.1
H 8.813920 -9.061930 -12.123760 0.2 -0.1 0.2
H 7.670760 -10.283130 -11.672430 -0.8 0.4 0.2
H 5.659040 -5.319240 -9.187910 0.1 -0.5 0.2
H 5.563560 -5.098370 -10.913380 0.3 0.4 0.1
H 7.032230 -5.855140 -10.273130 0.1 0.3 0.3
H 5.547430 -10.086500 -13.150620 0.2 -0.1 0.3
H 5.696750 -8.318930 -13.047110 0.4 0.1 0.6
H 4.150680 -9.044670 -12.947020 -0.1 0.0 0.2
C 0.754790 -2.960500 -9.699060 -0.3 0.6 -1.4
O 0.893160 -3.777760 -8.569950 1.2 -0.8 2.5
P 2.360650 -4.025910 -7.982140 -0.5 -3.4 0.4
O 3.255910 -2.895250 -7.987130 0.7 0.8 0.0
O 2.927220 -5.274680 -8.882480 0.6 3.0 1.0
C 2.216740 -6.400790 -9.209940 -1.4 -2.4 -0.7
O 2.152740 -4.752160 -6.470440 -2.8 2.0 -3.4
C 3.233060 -5.288190 -5.849540 2.2 -0.6 1.3
H 1.611840 -2.344900 -9.972210 0.4 -0.2 0.4
H -0.058260 -2.259560 -9.510060 -0.2 -0.3 -0.2
H 0.576270 -3.641900 -10.530880 -0.4 0.3 -0.2
H 1.130660 -6.328070 -9.152970 -0.1 0.4 0.5
H 2.528680 -7.255160 -8.609240 0.0 0.0 0.2
H 2.347890 -6.714200 -10.245640 0.6 0.4 -0.2
H 4.074210 -5.365880 -6.538390 0.3 -0.3 0.2
H 3.034920 -6.242700 -5.361940 -0.4 -0.5 -0.7
H 3.523020 -4.709070 -4.972820 0.2 0.7 -0.2
C 7.284590 -7.521420 -6.347730 0.2 0.4 -1.4
O 7.888460 -7.157280 -5.157750 1.7 1.9 2.5
P 8.735690 -5.779850 -4.990620 -0.8 -1.1 1.6
O 8.341850 -4.704080 -5.888900 0.2 0.2 -0.8
O 10.310120 -6.190290 -4.975910 -0.9 0.3 0.9
C 11.017360 -6.230770 -6.235720 -1.6 0.0 -0.3
O 8.407050 -5.465400 -3.444340 2.0 -0.3 -0.8
C 7.171830 -4.999680 -2.955530 -1.0 0.0 -0.7
H 7.958930 -8.276340 -6.752040 -1.0 -0.5 -0.5
H 7.307910 -6.646650 -6.997590 -0.3 -0.1 -0.4
H 6.242760 -7.772880 -6.149090 0.3 -0.6 -0.3
H 11.385510 -5.237640 -6.493120 0.2 -0.2 0.1
H 10.233820 -6.504520 -6.942280 0.5 0.0 -0.7
H 11.774970 -7.014310 -6.249860 0.0 0.3 0.5
H 7.180390 -3.968210 -2.603260 0.8 -0.2 0.6
H 6.847830 -5.734700 -2.218730 -0.2 0.4 0.1
H 6.426300 -4.890350 -3.743140 -0.1 -0.6 -0.3
C 1.175880 -9.562020 -11.971810 1.1 0.1 0.5
O 0.434180 -9.427740 -10.726250 -1.4 -0.5 0.7
P -0.995370 -10.142140 -10.405690 1.4 0.0 -0.9
O -0.962140 -11.646220 -10.468550 -0.7 2.6 -0.2
O -1.431280 -9.552070 -8.948300 1.8 -0.5 -2.3
C -2.766470 -9.320450 -8.591410 -0.3 0.0 1.1
O -1.875560 -9.244970 -11.480580 0.1 -0.9 1.6
C -2.690080 -9.911990 -12.402710 -0.5 -1.0 -1.6
H 0.651990 -9.748250 -12.909330 -0.6 -0.1 0.5
H 1.969640 -10.289400 -11.801630 -0.4 -0.5 -0.1
H 1.753480 -8.649300 -12.118220 -0.5 0.4 0.1
H -3.172470 -10.204340 -8.099480 -0.2 -0.3 -0.4
H -3.399460 -8.982090 -9.411730 0.1 0.1 0.1
H -2.675180 -8.600260 -7.778340 -0.4 0.4 -0.3
H -2.074780 -10.320820 -13.204190 0.2 -0.5 0.2
H -3.365210 -9.291780 -12.992320 0.1 0.9 0.7
H -3.308480 -10.701870 -11.976370 0.2 -0.1 0.2
C 1.288740 -6.112880 -14.892380 0.4 0.4 -1.5
Cl 0.951980 -4.486110 -14.303170 -0.6 2.4 0.6
Cl -0.080150 -7.181850 -14.720280 -2.2 -1.6 -0.1
Cl 2.706570 -6.805350 -14.067180 2.7 -1.2 1.3
H 1.589010 -6.025120 -15.936520 -0.3 -0.1 -0.2
```
Forces are in eV/Å.

Calculated values
LUMO level (spin up / spin down) = 2.1 / 2.1 eV
Kohn-Sham gap (spin up / spin down) = 2.0 / 8.8 eV
Total charge = -1
Spin multiplicity = 2

| no. | strongest force on any atom (eV/A) |
| --- | --- |
| 1 | 3.40 |
| 2 | 4.85 |